Entry 1:
Formula: C4H11N4
Source: OMol25
Level of theory: ωB97M-V/def2-TZVPD

XYZ file:
```
19
Properties=species:S:1:pos:R:3:mulliken_charge:R:1
C 1.811 0.021 1.325 -0.474
C 2.177 0.384 -0.131 0.292
C -1.062 -0.978 -0.150 0.369
C 3.551 0.117 -0.708 -1.355
N 1.323 -0.726 0.124 -0.130
N 0.075 -0.705 -0.342 -0.010
N -2.326 -1.097 -0.017 -0.649
N -4.060 0.659 -0.082 -0.663
H 2.417 -0.479 2.068 0.240
H 1.108 0.601 1.868 0.309
H 1.839 1.344 -0.536 0.337
H 3.422 0.231 -1.715 0.376
H 3.935 -0.973 -0.550 0.305
H 4.290 0.772 -0.350 0.337
H -2.547 -1.792 -0.716 0.279
H -3.186 -0.120 0.017 0.353
H -5.013 0.207 0.060 0.359
H -3.935 1.297 -0.887 0.346
H -3.818 1.238 0.724 0.377
```

Summary:
Energy above the lowest of the compared OMol25 structures with the same formula, charge and spin ... 102.5 kcal per mole
Total charge ... +1

***

Entry 2:
Formula: C35H91N7O9
Source: OMol25
Level of theory: ωB97M-V/def2-TZVPD

XYZ file:
```
142
Properties=species:S:1:pos:R:3:mulliken_charge:R:1
C 4.345 4.768 -2.446 -1.706
C 2.853 4.488 -2.805 1.443
C 2.210 3.946 -1.531 -1.976
C 2.209 5.806 -3.125 -1.028
C 2.534 6.393 -4.484 -0.744
C 2.441 5.347 -5.609 -1.242
C 2.959 3.949 -5.308 1.543
C 2.255 2.960 -6.246 -1.604
C 4.502 3.913 -5.576 -1.794
N 2.747 3.592 -3.928 0.125
O 2.780 2.147 -3.634 1.079
H 4.509 5.140 -1.436 0.478
H 4.965 3.874 -2.588 0.250
H 4.794 5.480 -3.150 0.308
H 2.650 4.447 -0.675 0.583
H 1.120 4.070 -1.555 0.253
H 2.362 2.881 -1.368 0.182
H 1.113 5.663 -3.068 0.304
H 2.337 6.593 -2.371 0.348
H 1.913 7.271 -4.639 0.447
H 3.592 6.699 -4.513 0.300
H 2.890 5.794 -6.500 0.369
H 1.365 5.323 -5.850 0.331
H 2.484 3.200 -7.274 0.529
H 1.203 2.894 -5.979 0.030
H 2.731 1.996 -6.016 0.274
H 4.624 3.676 -6.649 0.567
H 4.933 3.079 -5.031 0.135
H 4.962 4.895 -5.519 0.367
H 1.886 1.837 -3.894 0.014
C -1.391 -0.704 8.783 -0.561
O -0.284 -0.785 9.664 -0.394
C 0.925 -0.341 9.105 -0.825
C 1.043 1.130 8.808 0.873
C 2.266 1.422 7.960 -1.411
N 1.113 1.907 10.054 -0.581
H -1.145 -1.174 7.822 0.095
H -1.595 0.357 8.600 0.322
H -2.225 -1.222 9.239 0.337
H 1.773 -0.841 9.579 0.436
H 0.957 -0.831 8.099 0.273
H 0.134 1.403 8.260 0.029
H 2.480 2.474 7.789 0.380
H 2.409 0.812 7.061 0.191
H 3.130 1.104 8.575 0.343
H 1.440 1.307 10.798 0.241
H 1.656 2.749 10.005 0.242
C -1.163 -3.748 -4.377 -0.586
O -2.373 -4.137 -3.773 -0.248
C -2.241 -5.277 -2.951 -0.691
C -1.416 -5.069 -1.699 0.606
C -1.075 -6.383 -0.988 -1.558
N -2.113 -4.211 -0.726 -0.239
H -1.361 -2.815 -4.899 0.231
H -0.794 -4.502 -5.078 0.316
H -0.414 -3.527 -3.615 0.169
H -3.228 -5.600 -2.594 0.205
H -1.904 -6.128 -3.572 0.438
H -0.474 -4.538 -1.855 -0.058
H -0.226 -6.264 -0.316 0.350
H -0.829 -7.159 -1.715 0.405
H -1.914 -6.688 -0.357 0.353
H -2.584 -3.384 -1.171 0.318
H -2.851 -4.705 -0.227 0.201
C 2.172 0.289 3.795 -0.719
O 2.602 0.011 2.485 -0.393
C 1.723 -0.777 1.759 -0.837
C 1.653 -0.289 0.324 0.726
C 1.021 1.086 0.305 -0.308
N 0.726 -1.187 -0.468 -0.505
H 2.904 0.913 4.297 0.244
H 2.007 -0.636 4.348 0.306
H 1.255 0.885 3.695 0.358
H 2.042 -1.839 1.800 0.390
H 0.689 -0.861 2.142 0.286
H 2.630 -0.282 -0.161 0.325
H 1.610 1.798 0.884 0.516
H -0.001 1.075 0.697 0.059
H 0.984 1.458 -0.719 -0.707
H 1.066 -2.148 -0.357 0.222
H -0.114 -1.123 0.118 -0.132
C -4.636 -2.016 -2.517 -0.827
O -3.907 -2.000 -1.310 -0.464
C -3.847 -0.691 -0.750 -0.667
C -3.835 -0.749 0.769 0.434
C -3.750 0.599 1.440 -1.411
N -2.677 -1.548 1.258 -0.038
H -4.577 -3.053 -2.839 0.252
H -4.185 -1.421 -3.317 0.235
H -5.678 -1.727 -2.366 0.369
H -2.831 -0.308 -0.957 0.070
H -4.619 0.003 -1.070 0.689
H -4.700 -1.326 1.149 0.256
H -3.908 0.474 2.515 0.336
H -4.563 1.278 1.137 0.414
H -2.794 1.106 1.317 0.112
H -2.863 -2.017 2.162 0.109
H -2.369 -2.269 0.617 0.075
C -2.272 -6.508 5.322 -0.806
O -2.794 -5.433 4.603 -0.373
C -1.854 -4.518 4.042 -0.877
C -1.987 -3.172 4.724 0.851
C -2.198 -3.301 6.215 -1.656
N -3.117 -2.521 4.074 -0.588
H -1.980 -7.343 4.672 0.320
H -3.094 -6.843 5.962 0.269
H -1.426 -6.319 5.999 0.349
H -0.857 -4.950 4.157 0.458
H -2.140 -4.361 3.002 0.319
H -1.065 -2.616 4.546 0.046
H -1.457 -3.931 6.723 0.377
H -3.083 -3.923 6.408 0.406
H -2.346 -2.318 6.636 0.320
H -3.959 -3.091 4.100 0.211
H -3.344 -1.650 4.552 0.229
C -4.001 2.612 -2.339 -0.556
O -2.859 3.166 -2.936 -0.395
C -1.857 2.190 -3.115 -0.393
C -0.766 2.709 -4.013 0.972
C -1.326 2.851 -5.435 -1.699
N 0.355 1.829 -4.084 0.734
H -4.232 1.620 -2.765 0.189
H -4.869 3.258 -2.359 0.347
H -3.739 2.391 -1.283 0.210
H -1.509 1.786 -2.146 0.263
H -2.339 1.323 -3.613 0.203
H -0.472 3.707 -3.688 -0.434
H -1.518 1.882 -5.901 0.374
H -0.492 3.291 -5.994 0.548
H -2.219 3.464 -5.481 0.378
H 0.758 1.635 -3.173 -0.748
H 0.225 0.935 -4.537 0.112
O 5.096 0.330 -3.249 -0.670
C 4.393 -0.752 -3.789 -0.576
C 3.249 -1.234 -2.963 -0.269
O 2.130 -0.355 -2.979 -0.158
H 4.498 1.095 -3.252 0.160
H 4.090 -0.484 -4.820 0.184
H 5.061 -1.587 -4.034 0.488
H 3.545 -1.585 -1.960 0.299
H 2.933 -2.223 -3.384 0.203
H 1.610 -0.512 -2.149 0.244
```

Summary:
Structure (SMILES) ... CC1(C)CCCC(C)(C)N1O.COC[C@H](C)N.COC[C@H](C)N.COC[C@H](C)N.COC[C@H](C)N.COC[C@H](C)N.COC[C@H](C)N.OCCO
Total charge ... 0

***

Entry 3:
Formula: C5H6O2
Source: OMol25
Level of theory: ωB97M-V/def2-TZVPD

XYZ file:
```
13
Properties=species:S:1:pos:R:3:mulliken_charge:R:1
O 1.625 0.085 -1.896 -0.550
C 0.782 0.046 -1.034 0.381
C 0.540 -1.126 -0.084 -0.514
C -0.240 -0.554 1.105 -0.426
C -0.764 0.813 0.661 0.327
O -1.483 1.522 1.321 -0.553
C -0.246 1.124 -0.735 -0.423
H 1.484 -1.607 0.177 0.352
H -0.055 -1.862 -0.640 0.251
H 0.398 -0.401 1.984 0.245
H -1.081 -1.172 1.433 0.305
H 0.118 2.147 -0.852 0.363
H -1.078 0.985 -1.440 0.242
```

Summary:
Energy above the lowest of the compared OMol25 structures with the same formula, charge and spin ... 0.8 kcal per mole
Structure (SMILES) ... O=C1CCC(=O)C1
Total charge ... 0

***

Entry 4:
Formula: C4H11N4
Source: OMol25
Level of theory: ωB97M-V/def2-TZVPD

XYZ file:
```
19
Properties=species:S:1:pos:R:3:mulliken_charge:R:1
C -0.132 -2.038 0.536 -0.956
C 0.937 -0.967 0.185 -0.538
N 0.671 0.314 0.812 0.644
C 1.496 0.772 1.907 -0.908
N -0.195 1.088 0.352 -0.305
N -0.778 1.338 -0.677 0.252
N -1.794 1.364 -1.260 -0.161
C -2.123 1.826 -2.516 -0.615
H -1.249 -1.952 0.304 0.305
H 0.269 -2.924 0.088 0.367
H 0.027 -2.337 1.609 0.291
H 1.863 -1.442 0.780 0.273
H 1.165 -0.793 -0.923 0.385
H 2.623 0.960 1.760 0.312
H 1.254 1.820 2.149 0.397
H 1.194 0.138 2.889 0.307
H -2.678 0.871 -2.844 0.283
H -1.298 2.325 -3.103 0.366
H -2.952 2.422 -2.483 0.301
```

Summary:
Energy above the lowest of the compared OMol25 structures with the same formula, charge and spin ... 163.3 kcal per mole
Structure (SMILES) ... CC/[N+](C)=N\N=N\C
Total charge ... +1

***

LUMO energy? In order: -3.29 0.42 0.52 -4.46 eV.
Electronic energy? In order: -10276.7441 -66622.3814 -9377.0608 -10274.1097 eV.
Orbital gap? In order: 9.494 7.784 10.166 9.192 eV.